# 1
{"formula": "C31H65ClN4O8PS3", "method": "ωB97M-V/def2-TZVPD", "species": ["C", "C", "S", "C", "C", "O", "C", "C", "C", "O", "C", "C", "C", "C", "C", "C", "P", "O", "Cl", "N", "C", "C", "C", "C", "N", "C", "N", "N", "C", "C", "C", "C", "C", "O", "H", "H", "H", "H", "H", "H", "H", "H", "H", "H", "H", "H", "H", "H", "H", "H", "H", "H", "H", "H", "H", "H", "H", "H", "H", "H", "H", "H", "H", "H", "H", "H", "H", "H", "H", "H", "H", "H", "H", "H", "H", "H", "H", "H", "H", "H", "H", "H", "H", "C", "C", "C", "S", "O", "O", "C", "H", "H", "H", "H", "H", "H", "H", "H", "C", "C", "C", "S", "O", "O", "C", "H", "H", "H", "H", "H", "H", "H", "H"], "xyz": [[-2.272, 2.672, 5.282], [-1.848, 1.313, 5.855], [-2.519, -0.116, 4.954], [-1.063, -0.674, 4.001], [-0.982, 0.048, 2.645], [-2.264, 0.021, 2.065], [-2.488, -0.305, 0.715], [-3.598, 0.629, 0.208], [-1.240, -0.282, -0.198], [-1.716, -0.912, -1.323], [-1.328, -0.578, -2.668], [-1.423, -1.793, -3.606], [-0.210, -1.897, -4.553], [-2.746, -1.687, -4.414], [-2.706, -0.588, -5.483], [-3.072, -3.036, -5.063], [-0.807, 1.613, -0.174], [0.788, 1.597, -0.575], [-1.573, 2.389, -1.914], [-0.121, -1.160, 0.502], [-0.698, -2.502, 0.840], [0.249, -3.688, 1.122], [0.108, -4.306, 2.517], [1.403, -4.986, 2.987], [2.173, -4.174, 3.936], [3.553, -4.109, 3.697], [4.241, -5.175, 3.697], [4.119, -2.819, 3.503], [1.040, -1.220, -0.506], [0.963, -2.432, -1.446], [2.443, -1.101, 0.100], [3.576, -1.372, -0.907], [0.226, -0.444, 1.762], [1.034, -1.310, 2.543], [-2.533, 3.337, 6.106], [-3.148, 2.610, 4.641], [-1.456, 3.145, 4.738], [-0.763, 1.236, 5.839], [-2.166, 1.218, 6.888], [-1.209, -1.742, 3.881], [-0.214, -0.430, 4.629], [-0.747, 1.090, 2.892], [-2.923, -1.303, 0.645], [-4.549, 0.199, 0.515], [-3.625, 0.675, -0.877], [-3.508, 1.612, 0.660], [-2.056, 0.141, -3.042], [-0.365, -0.071, -2.747], [-1.550, -2.707, -3.023], [-0.486, -2.092, -5.582], [0.430, -2.724, -4.251], [0.347, -0.966, -4.556], [-3.544, -1.480, -3.695], [-2.305, -0.984, -6.414], [-2.130, 0.290, -5.193], [-3.723, -0.266, -5.703], [-3.783, -2.929, -5.879], [-3.503, -3.712, -4.324], [-2.176, -3.506, -5.466], [1.170, 2.409, -0.223], [-1.341, -2.401, 1.712], [-1.362, -2.801, 0.036], [1.300, -3.462, 0.966], [0.018, -4.467, 0.396], [-0.669, -5.067, 2.532], [-0.162, -3.550, 3.255], [1.152, -5.931, 3.466], [2.028, -5.251, 2.132], [1.768, -3.261, 4.078], [5.219, -4.976, 3.509], [3.416, -2.109, 3.370], [4.738, -2.827, 2.707], [0.953, -0.379, -1.182], [-0.045, -2.787, -1.615], [1.550, -3.273, -1.085], [1.373, -2.160, -2.412], [2.589, -1.729, 0.971], [2.574, -0.072, 0.441], [3.307, -1.148, -1.935], [3.954, -2.384, -0.799], [4.404, -0.710, -0.657], [0.867, 0.403, 1.539], [1.606, -0.759, 3.078], [4.194, 0.445, -5.307], [5.119, -0.141, -6.383], [4.249, -0.978, -7.329], [2.608, -0.245, -7.280], [1.691, -1.195, -6.695], [2.311, 0.384, -8.537], [2.987, 1.005, -6.054], [4.692, 1.215, -4.720], [3.873, -0.347, -4.623], [5.591, 0.671, -6.937], [5.913, -0.745, -5.948], [4.604, -0.956, -8.356], [4.155, -2.009, -6.993], [2.113, 1.167, -5.427], [3.238, 1.920, -6.589], [-1.449, 7.021, 4.094], [-2.906, 6.638, 3.793], [-3.692, 6.761, 5.104], [-2.845, 8.011, 6.083], [-2.298, 7.378, 7.255], [-3.664, 9.187, 6.183], [-1.514, 8.302, 4.919], [-0.870, 7.164, 3.182], [-0.971, 6.230, 4.677], [-3.317, 7.325, 3.051], [-2.982, 5.631, 3.383], [-4.718, 7.078, 4.940], [-3.677, 5.834, 5.674], [-0.602, 8.520, 5.469], [-1.798, 9.158, 4.307]], "atomic_forces_ev_per_a": [[0.011, 0.160, 0.447], [-0.055, 0.217, -0.448], [0.169, -0.185, 0.097], [-0.869, 0.553, -0.016], [0.129, -0.090, 0.147], [0.169, -0.105, -0.107], [-0.512, 0.178, -0.144], [0.030, -0.390, 0.046], [-1.163, 0.187, -0.074], [0.712, -0.174, 0.116], [-0.222, 0.030, -0.937], [-0.585, 0.153, -0.440], [-0.333, -0.220, 0.481], [0.236, -0.258, -0.179], [-0.325, -0.183, 0.094], [-0.060, 0.077, 0.236], [0.221, 0.286, -0.027], [-0.111, 0.069, 0.153], [-0.088, -0.077, 0.245], [-0.096, 0.702, -0.436], [-0.397, -1.249, 0.286], [0.213, -0.078, 0.107], [0.368, -0.025, 0.254], [-0.263, -0.606, 0.348], [0.279, 0.695, -0.466], [0.485, -0.417, 0.305], [-0.366, 0.149, -0.294], [-0.567, -0.138, 0.088], [0.977, -0.953, -0.892], [0.042, -0.460, 0.364], [0.217, 0.440, 0.044], [0.058, 0.370, 0.472], [0.486, -0.010, 1.394], [-0.363, -0.315, -0.347], [0.063, 0.122, -0.019], [-0.009, -0.141, -0.101], [-0.020, 0.002, -0.187], [0.066, -0.111, 0.180], [-0.069, -0.110, 0.058], [0.266, -0.123, 0.020], [0.281, -0.344, -0.062], [-0.036, 0.124, -0.198], [0.347, -0.200, 0.015], [-0.056, 0.127, 0.151], [0.049, 0.097, -0.049], [0.034, 0.155, -0.110], [0.002, 0.053, 0.194], [0.185, -0.212, 0.434], [0.243, 0.013, 0.210], [-0.104, 0.025, -0.076], [0.262, 0.119, -0.048], [0.242, -0.012, -0.075], [-0.019, 0.186, 0.038], [0.209, 0.090, -0.038], [0.053, 0.070, 0.003], [-0.019, 0.085, -0.034], [-0.087, 0.018, 0.002], [0.010, -0.130, -0.017], [0.045, -0.011, -0.098], [0.272, 0.168, -0.095], [0.082, 0.413, 0.044], [0.054, 0.376, -0.212], [-0.046, 0.303, 0.042], [0.063, 0.018, -0.113], [-0.251, 0.120, -0.108], [-0.114, 0.027, 0.014], [0.015, -0.050, 0.035], [0.081, 0.028, -0.045], [-0.099, 0.004, -0.103], [0.082, -0.031, -0.026], [0.016, 0.058, -0.090], [0.305, 0.076, 0.111], [-0.375, 0.220, 0.439], [-0.086, 0.073, -0.051], [0.005, 0.006, 0.017], [-0.024, 0.146, -0.012], [-0.105, -0.186, -0.090], [-0.076, 0.025, 0.108], [-0.052, -0.133, -0.125], [-0.113, -0.172, -0.353], [0.090, -0.041, -0.023], [-0.333, 0.175, -0.561], [0.158, 0.158, 0.170], [-0.002, -0.055, -0.045], [-0.058, 0.018, 0.004], [0.290, -0.003, 0.097], [0.112, 0.074, -0.078], [0.049, 0.050, -0.077], [-0.146, -0.056, -0.012], [0.150, 0.041, 0.228], [0.009, 0.001, 0.004], [-0.017, 0.010, -0.001], [-0.017, 0.014, -0.004], [0.012, -0.005, -0.010], [-0.099, -0.028, -0.047], [-0.095, 0.002, -0.002], [-0.075, -0.031, -0.095], [-0.022, -0.004, -0.040], [-0.067, -0.042, 0.034], [0.058, 0.031, 0.040], [-0.061, -0.197, -0.342], [-0.016, 0.064, -0.119], [-0.011, 0.005, 0.054], [0.000, 0.003, 0.137], [0.149, -0.101, -0.191], [0.005, 0.007, -0.003], [0.018, 0.018, 0.015], [0.011, 0.019, 0.005], [-0.020, -0.002, 0.000], [-0.016, 0.056, 0.143], [0.036, 0.051, 0.095], [-0.061, 0.038, 0.099], [-0.029, 0.022, 0.028]], "orbital_gap_ev": 8.1, "total_charge": 1, "e_tot_ev": -109850.480, "multiplicity": 1, "relative_energy_kcal_mol": 0.0}

# 2
{"formula": "C31H66BFO11P", "method": "ωB97M-V/def2-TZVPD", "species": ["O", "B", "O", "C", "P", "C", "C", "C", "F", "H", "H", "H", "H", "H", "H", "H", "H", "H", "H", "H", "H", "C", "C", "O", "C", "H", "H", "H", "H", "H", "H", "C", "C", "O", "C", "H", "H", "H", "H", "H", "H", "C", "C", "O", "C", "H", "H", "H", "H", "H", "H", "C", "C", "O", "C", "H", "H", "H", "H", "H", "H", "C", "C", "O", "C", "H", "H", "H", "H", "H", "H", "C", "C", "O", "C", "H", "H", "H", "H", "H", "H", "C", "C", "O", "C", "H", "H", "H", "H", "H", "H", "C", "C", "O", "C", "H", "H", "H", "H", "H", "H", "C", "C", "O", "C", "H", "H", "H", "H", "H", "H"], "xyz": [[-4.124, 2.330, -4.327], [-2.827, 2.030, -4.774], [-2.180, 2.804, -5.723], [-2.121, 0.739, -4.138], [-0.279, 0.787, -4.180], [0.294, 0.820, -2.413], [-0.498, 1.952, -1.693], [0.344, 2.757, -0.692], [-0.359, 3.934, -0.398], [-4.057, 2.686, -3.429], [-2.525, 3.702, -5.605], [-2.498, 0.552, -3.124], [-2.413, -0.130, -4.755], [0.211, 1.946, -4.827], [0.161, -0.369, -4.857], [-0.003, -0.137, -1.970], [1.387, 0.913, -2.355], [-0.971, 2.649, -2.407], [-1.316, 1.483, -1.125], [1.324, 3.071, -1.077], [0.440, 2.213, 0.260], [2.165, -4.279, -3.853], [1.893, -2.908, -3.296], [1.231, -2.094, -3.914], [2.466, -2.573, -1.949], [1.690, -4.378, -4.828], [3.240, -4.427, -3.966], [1.758, -5.038, -3.183], [3.552, -2.643, -1.976], [2.072, -3.255, -1.195], [2.191, -1.558, -1.680], [-6.721, -1.774, -6.989], [-5.291, -1.371, -7.237], [-4.458, -2.173, -7.590], [-4.937, 0.080, -7.023], [-6.834, -2.840, -7.179], [-6.993, -1.570, -5.952], [-7.386, -1.224, -7.658], [-5.130, 0.359, -5.985], [-5.522, 0.713, -7.691], [-3.878, 0.227, -7.239], [5.723, 0.010, -0.197], [4.543, -0.491, 0.591], [3.732, -1.260, 0.106], [4.406, 0.002, 2.005], [5.701, -0.422, -1.197], [5.681, 1.092, -0.279], [6.650, -0.283, 0.294], [4.309, 1.087, 2.015], [5.278, -0.293, 2.590], [3.517, -0.432, 2.457], [1.884, 2.087, 6.091], [2.314, 1.945, 4.655], [3.388, 1.470, 4.359], [1.348, 2.422, 3.602], [2.669, 1.708, 6.743], [1.707, 3.140, 6.321], [0.972, 1.514, 6.266], [1.155, 3.488, 3.735], [0.413, 1.862, 3.672], [1.782, 2.261, 2.615], [-2.534, -3.359, -2.072], [-2.612, -2.064, -1.319], [-1.954, -1.094, -1.659], [-3.530, -2.009, -0.132], [-1.835, -3.256, -2.903], [-2.183, -4.146, -1.405], [-3.517, -3.621, -2.467], [-3.219, -2.748, 0.608], [-4.555, -2.213, -0.445], [-3.487, -1.016, 0.315], [-1.193, 5.846, 6.576], [-0.775, 5.709, 5.135], [0.295, 5.231, 4.831], [-1.744, 6.193, 4.087], [-0.405, 5.461, 7.220], [-1.364, 6.897, 6.816], [-2.106, 5.276, 6.755], [-1.937, 7.258, 4.221], [-2.680, 5.637, 4.160], [-1.316, 6.035, 3.098], [9.630, 3.403, -0.345], [8.445, 2.901, 0.438], [7.642, 2.136, -0.051], [8.300, 3.389, 1.856], [9.611, 2.974, -1.346], [9.589, 4.491, -0.427], [10.557, 3.107, 0.148], [8.203, 4.476, 1.869], [9.171, 3.092, 2.444], [7.409, 2.950, 2.302], [-2.827, -7.079, 1.871], [-2.149, -5.898, 1.232], [-2.761, -5.125, 0.524], [-0.681, -5.712, 1.510], [-3.878, -7.090, 1.588], [-2.361, -8.006, 1.531], [-2.754, -7.006, 2.957], [-0.121, -6.579, 1.155], [-0.520, -5.580, 2.580], [-0.323, -4.824, 0.990], [-4.787, -2.706, 4.435], [-3.363, -2.312, 4.137], [-2.549, -3.124, 3.760], [-2.995, -0.862, 4.328], [-4.912, -3.772, 4.255], [-5.022, -2.493, 5.479], [-5.470, -2.156, 3.785], [-3.154, -0.571, 5.368], [-3.602, -0.233, 3.674], [-1.944, -0.720, 4.079]], "atomic_forces_ev_per_a": [[1.319, 0.530, -0.141], [-0.335, -0.046, -0.120], [-0.437, -0.349, 1.397], [0.449, 0.341, -0.914], [-0.456, -0.726, 1.405], [-0.448, 0.131, -0.444], [0.142, -0.101, 0.279], [-0.400, 0.207, -0.030], [0.077, -0.240, -0.050], [-0.517, -0.272, 0.032], [-0.107, -0.043, -0.728], [0.410, -0.044, -0.242], [0.078, 0.209, 0.245], [-0.258, -0.400, 0.084], [0.143, 0.467, 0.125], [0.217, 0.076, -0.374], [-0.287, 0.113, -0.148], [0.333, 0.013, 0.239], [0.162, 0.141, -0.332], [-0.202, -0.256, 0.038], [0.235, 0.080, -0.363], [-0.223, 0.149, -0.324], [-0.006, 0.005, 0.164], [-0.084, 0.080, -0.102], [-0.370, 0.071, -0.476], [0.018, 0.003, 0.034], [-0.002, -0.102, 0.160], [0.175, -0.028, 0.069], [-0.007, -0.118, 0.150], [0.195, -0.067, 0.037], [0.052, -0.035, 0.032], [0.070, -0.237, -0.074], [0.112, -0.205, -0.100], [0.007, 0.066, 0.087], [0.281, -0.028, 0.024], [0.027, 0.035, -0.004], [-0.102, 0.145, -0.060], [-0.054, 0.097, 0.143], [-0.202, 0.129, -0.075], [-0.088, 0.070, 0.160], [-0.036, -0.029, -0.060], [-0.473, -0.474, -0.298], [0.002, -0.178, 0.012], [0.170, 0.261, 0.220], [-0.256, -0.297, -0.260], [0.001, -0.020, 0.043], [0.191, 0.027, 0.163], [0.043, 0.258, 0.059], [0.188, 0.007, 0.120], [0.053, 0.207, 0.013], [0.031, 0.036, 0.012], [0.250, -0.085, 0.117], [0.151, -0.104, -0.016], [-0.100, 0.136, 0.115], [0.203, -0.031, -0.273], [-0.017, -0.007, -0.042], [-0.193, -0.026, -0.048], [-0.090, 0.150, 0.002], [-0.187, -0.092, 0.065], [-0.078, 0.150, 0.088], [0.022, -0.049, 0.050], [0.354, 0.245, -0.346], [-0.001, -0.091, 0.012], [-0.079, 0.003, 0.056], [0.136, 0.402, 0.086], [-0.047, 0.054, 0.009], [-0.263, -0.053, 0.063], [-0.021, -0.151, 0.168], [-0.137, -0.155, -0.105], [0.023, -0.198, 0.067], [0.000, -0.014, -0.050], [0.262, -0.127, 0.062], [0.127, -0.033, -0.012], [-0.080, 0.041, 0.057], [0.199, -0.086, -0.216], [-0.017, 0.016, -0.031], [-0.176, -0.035, 0.000], [-0.094, 0.161, 0.004], [-0.162, -0.044, 0.068], [-0.078, 0.152, 0.084], [0.004, 0.003, 0.041], [-0.097, -0.172, -0.223], [-0.078, -0.093, -0.085], [0.269, 0.317, 0.079], [-0.255, -0.168, 0.011], [-0.012, 0.005, 0.038], [0.134, 0.009, 0.127], [0.019, 0.174, 0.055], [0.175, 0.010, 0.062], [0.057, 0.173, -0.007], [0.028, 0.007, -0.022], [-0.271, 0.103, -0.141], [-0.066, 0.094, 0.024], [0.048, -0.087, 0.067], [-0.009, 0.222, -0.193], [0.037, 0.011, -0.001], [0.084, -0.011, 0.166], [0.139, -0.114, -0.008], [0.010, -0.060, 0.177], [0.045, -0.139, 0.002], [-0.021, -0.011, 0.035], [0.073, -0.254, -0.068], [0.081, -0.158, -0.045], [0.003, 0.014, -0.053], [0.273, -0.036, -0.088], [0.021, 0.034, -0.001], [-0.100, 0.139, -0.057], [-0.049, 0.101, 0.144], [-0.147, 0.090, -0.053], [-0.103, 0.050, 0.150], [-0.028, -0.034, 0.007]], "orbital_gap_ev": 8.8, "total_charge": 1, "e_tot_ev": -68419.040, "multiplicity": 1}